[1]
Density functional theory data (ωB97M-V/def2-TZVPD) for an isolated ion of composition CH2OPS2 and charge -1 at a distorted geometry.

Last column: Löwdin charge in e.
Element x y z (Å)
C1 0.895 -0.894 0.562  -1.4464
O1 0.232 -1.545 -0.255  -0.3050
P1 -0.736 0.527 -1.041  0.3779
S1 2.128 -1.231 1.558  0.4122
S2 0.337 0.949 0.568  0.3209
H1 -0.980 1.864 -1.149  -0.2138
H2 -1.876 0.330 -0.244  -0.1459

Values from the calculation:
HOMO level = -3.7 eV
E = -1252.322256 Eh
LUMO energy = 0.13470 hartree
Structure (SMILES) = [O-]C(=S)SP
Net charge = -1

[2]
Density functional theory data (ωB97M-V/def2-TZVPD) for a 14-piece molecular cluster, C32H51BN15O2 overall at a distorted geometry.

Last column: Löwdin charge in e.
Element x y z (Å)
O1 0.880 -3.362 2.811  0.1324
B1 1.474 -2.724 3.921  -0.5393
O2 0.691 -2.295 5.018  0.1503
C1 3.050 -2.398 3.974  -0.1340
C2 4.105 -3.505 3.675  0.1084
N1 5.105 -2.870 3.143  0.0961
C3 4.916 -1.406 2.904  -0.0976
C4 3.334 -1.272 2.871  -0.0801
H1 0.729 -4.295 3.029  0.1191
H2 1.258 -2.472 5.790  0.1078
H3 3.445 -1.911 4.910  0.1636
H4 4.044 -4.586 3.917  0.1758
H5 5.984 -3.291 2.840  0.1855
H6 5.291 -0.767 3.739  0.1491
H7 5.304 -1.173 1.889  0.1228
H8 2.926 -0.317 3.289  0.1297
H9 2.841 -1.475 1.889  0.1411
C5 3.029 3.151 2.378  -0.0715
C6 4.194 2.332 1.968  -0.2276
N2 5.098 1.697 1.649  0.1446
H10 2.183 2.504 2.606  0.0684
H11 3.279 3.734 3.261  0.0605
H12 2.750 3.828 1.571  0.0931
C7 -2.437 -3.505 2.143  -0.0892
C8 -3.509 -4.487 1.859  -0.2736
N3 -4.340 -5.247 1.639  0.1233
H13 -2.411 -3.282 3.209  0.0682
H14 -1.473 -3.910 1.841  0.0578
H15 -2.623 -2.584 1.594  0.0608
C9 -5.677 -1.554 4.320  -0.0547
C10 -4.464 -1.075 3.618  -0.2569
N4 -3.523 -0.704 3.072  0.1320
H16 -6.518 -0.902 4.087  0.0724
H17 -5.914 -2.569 4.000  0.0850
H18 -5.510 -1.550 5.396  0.0841
C11 -7.529 -1.251 1.141  -0.0893
C12 -7.642 0.225 1.087  -0.2492
N5 -7.728 1.370 1.043  0.1287
H19 -8.331 -1.706 0.571  0.0373
H20 -6.573 -1.565 0.721  0.0828
H21 -7.592 -1.589 2.173  0.0586
C13 -4.796 3.019 0.375  -0.0687
C14 -3.847 2.952 -0.761  -0.2649
N6 -3.111 2.897 -1.640  0.1178
H22 -5.773 2.649 0.066  0.0438
H23 -4.429 2.409 1.199  0.0737
H24 -4.897 4.051 0.712  0.0821
C15 0.882 2.665 6.093  -0.0657
C16 1.015 3.725 5.070  -0.2615
N7 1.121 4.548 4.275  0.1340
H25 0.781 1.693 5.609  0.0739
H26 1.772 2.657 6.735  -0.0048
H27 -0.001 2.850 6.706  0.0878
C17 -8.362 -3.918 -2.225  -0.0512
C18 -8.315 -3.918 -0.745  -0.2491
N8 -8.278 -3.918 0.403  0.1378
H28 -9.006 -4.725 -2.573  0.0838
H29 -8.757 -2.968 -2.582  0.0822
H30 -7.360 -4.063 -2.626  0.0823
C19 7.096 0.991 -0.591  -0.0990
C20 7.523 0.572 -1.946  -0.2642
N9 7.849 0.236 -2.993  0.1355
H31 6.099 1.424 -0.635  0.0468
H32 7.080 0.130 0.075  0.0556
H33 7.788 1.733 -0.197  0.0818
C21 5.594 -2.088 -4.499  -0.1148
C22 5.161 -3.507 -4.586  -0.2501
N10 4.786 -4.666 -4.675  -0.0072
H34 6.363 -1.883 -5.249  0.0692
H35 4.742 -1.431 -4.680  0.0710
H36 6.002 -1.876 -3.509  0.0322
C23 -3.470 5.336 -4.174  -0.0677
C24 -4.347 6.461 -4.570  -0.2494
N11 -5.027 7.333 -4.878  0.1278
H37 -3.563 5.152 -3.104  0.0495
H38 -3.756 4.435 -4.715  0.0813
H39 -2.433 5.576 -4.405  0.0822
C25 4.451 -5.049 -8.931  -0.0513
C26 4.510 -4.959 -7.452  -0.0990
N12 4.551 -4.884 -6.299  0.0625
H40 3.784 -5.855 -9.227  0.0416
H41 4.077 -4.113 -9.346  0.0851
H42 5.447 -5.244 -9.329  0.0835
C27 -3.826 10.428 -4.403  -0.0748
C28 -2.595 10.890 -5.087  -0.2793
N13 -1.642 11.247 -5.616  0.1106
H43 -4.656 11.088 -4.649  0.0803
H44 -4.070 9.415 -4.723  0.0205
H45 -3.674 10.434 -3.324  0.0775
C29 0.736 -6.804 -7.885  -0.0598
C30 1.144 -6.198 -9.173  -0.2700
N14 1.449 -5.727 -10.181  0.1333
H46 1.575 -7.347 -7.450  0.0803
H47 0.420 -6.024 -7.193  0.0815
H48 -0.091 -7.494 -8.047  0.0803
C31 4.174 5.215 7.872  -0.0437
C32 3.744 3.803 7.758  -0.2307
N15 3.410 2.707 7.669  0.1224
H49 4.946 5.426 7.134  0.0851
H50 3.324 5.874 7.699  0.0869
H51 4.572 5.399 8.869  0.0868

Values from the calculation:
HOMO level = -7.8 eV
E = -2246.124472 Eh
LUMO energy = -0.17251 hartree
Net charge = +1

[3]
Density functional theory data (ωB97M-V/def2-TZVPD) for an isolated ion of composition C5H15N2 and charge +1 at a distorted geometry.

Last column: Löwdin charge in e.
Element x y z (Å)
N1 0.361 -2.101 1.250  0.0080
C1 -0.417 -1.313 2.166  -0.2190
C2 -0.593 0.180 1.763  -0.0967
N2 -0.640 0.215 0.262  0.0261
C3 0.096 1.365 -0.348  -0.1538
C4 0.075 1.353 -1.853  -0.2294
C5 0.951 0.329 -2.556  -0.0912
H1 -0.095 -2.845 0.752  0.0931
H2 -1.607 0.233 -0.040  0.1792
H3 1.328 -2.311 1.438  0.0967
H4 -1.393 -1.728 2.044  0.1132
H5 -0.072 -1.269 3.199  0.1302
H6 -1.608 0.384 2.093  0.1305
H7 0.140 0.892 2.120  0.1286
H8 -0.165 -0.667 -0.004  0.1336
H9 1.079 1.437 0.119  0.1388
H10 -0.407 2.237 0.080  0.1375
H11 0.173 2.380 -2.189  0.1222
H12 -0.941 1.098 -2.194  0.1174
H13 1.349 0.683 -3.502  0.0830
H14 0.569 -0.685 -2.677  0.0771
H15 1.820 0.131 -1.921  0.0750

Values from the calculation:
HOMO level = -13.9 eV
E = -308.762959 Eh
LUMO energy = -0.10885 hartree
Structure (SMILES) = CCC[NH2+]CCN
Net charge = +1